# 1
Formula: C12H20CaN2O2
Source: the OMol25 dataset
Level of theory: wB97M-V/def2-TZVPD

The calculation puts the LUMO energy (spin up / spin down) at -1.01 / -1.01 eV. The value obtained for the calculated total energy is -38271.563 eV. The HOMO-LUMO gap (spin up / spin down) comes out at 3.87 / 3.87 eV. The energy above the lowest of the compared OMol25 structures with the same formula, charge and spin is 510.2 kJ/mol. For the HOMO energy (spin up / spin down), the calculation gives -0.17928 / -0.17937 Eh.

CARTESIAN COORDINATES (ANGSTROEM)
C 0.4228 -0.9904 -3.1248
C 0.0025 2.5583 -2.4423
C -0.8339 -0.9817 -3.2357
H 0.8918 -1.9014 -2.8510
C -1.3361 2.3967 -2.0963
H 0.3455 3.5858 -2.4071
H -1.3902 -1.9179 -3.1697
H -1.8982 3.2429 -1.7536
C -1.8279 0.1959 -3.4531
H -2.7994 -0.2076 -3.7353
H -1.4840 0.8632 -4.2756
C 0.9861 0.1075 -2.1420
H 1.9934 -0.0469 -1.7531
H 0.2300 0.1087 -1.3196
C 0.9747 1.4558 -2.8810
H 0.8055 1.3829 -3.9648
H 1.9716 1.9575 -2.8334
C -2.1410 1.0947 -2.2113
H -3.2268 1.4121 -2.2168
H -2.0490 0.4996 -1.2623
Ca 2.3956 -1.7429 0.5051
H 1.0121 -2.6915 1.5473
C -0.8874 -1.2436 4.1730
C 0.1245 -1.0125 3.1209
N 0.3087 -1.9642 2.0695
O -0.8546 -2.9734 1.9542
C 1.1241 -0.0455 3.1439
C 1.6392 0.7400 4.2518
N 1.8374 -0.1492 1.9455
O 3.1976 -0.0927 1.9804
H -1.8059 -1.7137 3.7733
H -1.1817 -0.3011 4.6517
H -0.4849 -1.9036 4.9690
H -1.3922 -2.5174 1.3592
H 2.7365 0.8175 4.2000
H 1.2228 1.7550 4.3002
H 1.3708 0.2230 5.1834

Want to see where the charge sits? The natural (NBO) charges in e are:
1 C -0.226
2 C -0.178
3 C -0.118
4 H 0.178
5 C -0.193
6 H 0.207
7 H 0.198
8 H 0.204
9 C -0.457
10 H 0.220
11 H 0.226
12 C -0.442
13 H 0.186
14 H 0.218
15 C -0.464
16 H 0.225
17 H 0.224
18 C -0.451
19 H 0.220
20 H 0.212
21 Ca 1.432
22 H 0.186
23 C -0.644
24 C 0.036
25 N -0.438
26 O -0.613
27 C 0.141
28 C -0.673
29 N -0.425
30 O -0.801
31 H 0.226
32 H 0.226
33 H 0.210
34 H 0.454
35 H 0.255
36 H 0.225
37 H 0.214

# 2
Formula: C12H20Cl2InN2Se
Source: the OMol25 dataset
Level of theory: wB97M-V/def2-TZVPD

The calculation puts the LUMO energy (spin up / spin down) at 2.50 / 2.50 eV. The value obtained for the calculated total energy is -111311.869 eV. The HOMO-LUMO gap (spin up / spin down) comes out at 5.15 / 5.15 eV. Its charge is -1. The energy above the lowest of the compared OMol25 structures with the same formula, charge and spin is 177.2 kJ/mol. For the HOMO energy (spin up / spin down), the calculation gives -0.09748 / -0.09745 Eh.

CARTESIAN COORDINATES (ANGSTROEM)
In -0.1404 1.8000 -0.5587
Cl 2.5382 0.8378 -0.3609
Cl -2.3588 1.4385 0.1928
C -0.1695 3.7821 -1.2392
H -1.0416 3.8615 -1.9713
H 0.6533 3.8456 -2.0675
C -0.6670 -1.0768 -1.8942
C -0.1674 0.1198 -2.1081
H -1.6806 -1.0848 -1.4702
C 1.1840 0.3601 -2.7562
H -0.8591 1.0191 -2.3471
C 1.5621 -0.7689 -3.6879
H 1.2816 1.3401 -3.2274
H 2.0171 0.4220 -1.8861
C 1.4358 -2.0731 -2.9069
H 0.8267 -0.7624 -4.5022
H 2.5838 -0.6425 -4.1038
C 0.0700 -2.3096 -2.0568
H 1.4595 -2.9077 -3.6120
H 2.2700 -2.1661 -2.1910
H -0.5314 -3.0753 -2.5332
H 0.3560 -2.6307 -1.0294
C -2.1267 -2.2928 3.3355
N -1.9155 -0.8742 3.5417
C -2.6572 -0.1003 4.4215
C -2.1320 1.1506 4.3831
N -1.0736 1.1195 3.4973
C -0.1848 2.2267 3.2197
C -0.9637 -0.1111 2.9061
Se 0.1824 -0.5134 1.5288
H -2.2951 -2.7696 4.3092
H -1.2369 -2.7204 2.8602
H -3.0068 -2.4771 2.7041
H -3.4628 -0.5186 4.9974
H -2.3857 2.0549 4.9154
H -0.5125 2.7984 2.3369
H -0.1784 2.8677 4.1091
H 0.8227 1.8333 3.0320

Want to see where the charge sits? The natural (NBO) charges in e are:
1 In 1.291
2 Cl -0.639
3 Cl -0.664
4 C -1.405
5 H 0.173
6 H 0.169
7 C -0.083
8 C -0.416
9 H 0.222
10 C -0.550
11 H 0.278
12 C -0.387
13 H 0.220
14 H 0.275
15 C -0.390
16 H 0.173
17 H 0.205
18 C -0.463
19 H 0.187
20 H 0.210
21 H 0.208
22 H 0.240
23 C -0.405
24 N -0.378
25 C -0.092
26 C -0.054
27 N -0.369
28 C -0.415
29 C 0.258
30 Se -0.190
31 H 0.196
32 H 0.249
33 H 0.208
34 H 0.220
35 H 0.224
36 H 0.245
37 H 0.198
38 H 0.250

# 3
Formula: C12H20Cl2O4Tc
Source: the OMol25 dataset
Level of theory: wB97M-V/def2-TZVPD

The calculation puts the LUMO energy (spin up / spin down) at 5.28 / 5.25 eV. The value obtained for the calculated total energy is -48199.560 eV. The HOMO-LUMO gap (spin up / spin down) comes out at 4.47 / 4.70 eV. Its charge is -2. As for the expectation value of S²: 3.780. For the HOMO energy (spin up / spin down), the calculation gives 0.02973 / 0.02018 Eh. Its multiplicity is 4.

CARTESIAN COORDINATES (ANGSTROEM)
C 1.8292 -0.4006 -1.8374
C 1.8512 -1.7802 -1.3541
C 2.0631 -1.7513 0.0785
C 1.5815 -2.9996 -2.1380
C 1.9445 -0.3454 0.4696
C 1.9055 0.4500 -0.7261
C 2.1949 1.9326 -0.7373
C 1.6792 0.1089 -3.2320
C 1.9092 -2.8513 1.0657
C 2.4807 0.1541 1.7890
Tc 0.0919 -1.2731 -0.3097
Cl -1.0088 -2.5145 1.0214
Cl -1.1717 -0.6853 -2.1871
O -0.5086 0.7412 2.5176
H 1.3528 -2.8219 -3.1876
H 0.6955 -3.4237 -1.6777
H 2.3186 -3.8068 -2.1330
H 1.1142 -3.6128 0.9346
H 1.8422 -2.4406 2.0764
H 2.8729 -3.2364 0.7799
H 2.1724 -0.5073 2.6078
H 2.2514 1.2097 2.0173
H 3.5765 0.0699 1.6884
H 2.1246 2.3761 0.2665
H 1.5215 2.5144 -1.3842
H 3.2322 2.0814 -1.0855
H 0.7697 -0.2852 -3.6755
H 2.4889 -0.0713 -3.9452
H 1.5049 1.1865 -3.1833
H -0.1749 0.3403 3.3298
O -1.4334 3.4853 -0.4867
H -1.5538 2.5467 -0.2608
C -3.8114 0.5165 1.4548
O -2.4190 0.8521 1.3765
C -1.7869 0.2823 2.4163
O -2.2982 -0.5016 3.1795
H -4.2243 0.7675 2.4412
H -3.9547 -0.5621 1.3179
H -4.3134 1.0894 0.6759

Want to see where the charge sits? The natural (NBO) charges in e are:
1 C 0.002
2 C -0.174
3 C -0.171
4 C -0.624
5 C -0.099
6 C -0.079
7 C -0.632
8 C -0.657
9 C -0.654
10 C -0.616
11 Tc 0.559
12 Cl -0.453
13 Cl -0.580
14 O -0.655
15 H 0.215
16 H 0.223
17 H 0.176
18 H 0.228
19 H 0.214
20 H 0.201
21 H 0.194
22 H 0.222
23 H 0.185
24 H 0.220
25 H 0.259
26 H 0.172
27 H 0.251
28 H 0.187
29 H 0.229
30 H 0.481
31 O -1.392
32 H 0.401
33 C -0.253
34 O -0.463
35 C 0.997
36 O -0.677
37 H 0.168
38 H 0.193
39 H 0.203

# 4
Formula: C12H20F6MgN4OP
Source: the OMol25 dataset
Level of theory: wB97M-V/def2-TZVPD

The calculation puts the LUMO energy (spin up / spin down) at -5.64 / -12.63 eV. The value obtained for the calculated total energy is -51804.243 eV. The HOMO-LUMO gap (spin up / spin down) comes out at 10.58 / 3.60 eV. Its charge is +2. As for the expectation value of S²: 0.754. For the HOMO energy (spin up / spin down), the calculation gives -0.59617 / -0.59616 Eh. Its multiplicity is 2.

CARTESIAN COORDINATES (ANGSTROEM)
Mg -0.0727 0.6660 0.1060
P -0.5845 -1.9905 2.9918
F -2.2092 -1.6377 2.9102
F -0.2935 -0.5077 3.5903
F -0.7435 -2.4189 4.4908
F 1.0156 -2.2801 2.8796
F -1.0191 -3.5270 2.5852
F -0.4177 -1.5694 1.4257
C -3.2676 1.3929 3.2118
C -2.0550 1.4362 2.4456
N -1.0916 1.3848 1.7821
H -4.1786 1.3939 2.6132
H -3.3118 2.2622 3.8680
H -3.3587 0.4631 3.7732
C 3.6297 -1.4441 1.7464
C 2.5936 -0.4550 1.4036
N 1.7361 0.2679 1.0768
H 4.5616 -1.1945 1.2389
H 3.3690 -2.4203 1.3375
H 3.8029 -1.4773 2.8220
C 0.4870 4.9035 -1.6052
C 0.4330 3.5058 -1.1506
N 0.4735 2.4263 -0.7713
H -0.3041 5.5021 -1.1535
H 0.6151 4.9230 -2.6875
H 1.3597 5.4338 -1.2239
C -4.1814 0.1943 -1.6810
C -2.7729 0.3245 -1.3251
N -1.6291 0.3398 -1.0702
H -4.8129 0.1708 -0.7929
H -4.3047 -0.8012 -2.1077
H -4.4995 0.9112 -2.4380
C 1.2807 -2.1701 -2.8230
C 2.2185 -0.9733 -3.2153
C 1.9435 0.0884 -2.1800
O 0.9689 -0.5239 -1.2909
C 1.0382 -1.9242 -1.3335
H 1.8740 -3.0771 -2.9395
H 0.3041 -2.2165 -3.3049
H 1.9897 -0.6722 -4.2376
H 3.2518 -1.3150 -3.1566
H 1.6432 1.0101 -2.6784
H 2.7853 0.3252 -1.5294
H 0.0710 -2.3127 -1.0147
H 1.6623 -2.4170 -0.5880

Want to see where the charge sits? The natural (NBO) charges in e are:
1 Mg 1.730
2 P 2.601
3 F -0.603
4 F -0.591
5 F -0.561
6 F -0.601
7 F -0.575
8 F -0.637
9 C -0.771
10 C 0.552
11 N -0.609
12 H 0.276
13 H 0.289
14 H 0.322
15 C -0.743
16 C 0.540
17 N -0.583
18 H 0.276
19 H 0.281
20 H 0.321
21 C -0.759
22 C 0.536
23 N -0.611
24 H 0.301
25 H 0.289
26 H 0.302
27 C -0.758
28 C 0.568
29 N -0.643
30 H 0.302
31 H 0.299
32 H 0.299
33 C -0.416
34 C -0.455
35 C -0.123
36 O -0.165
37 C -0.146
38 H 0.274
39 H 0.253
40 H 0.270
41 H 0.256
42 H 0.283
43 H 0.292
44 H 0.307
45 H 0.329

# 5
Formula: C12H20MoN4O4S4
Source: the OMol25 dataset
Level of theory: wB97M-V/def2-TZVPD

The calculation puts the LUMO energy (spin up / spin down) at -7.74 / -7.75 eV. The value obtained for the calculated total energy is -72101.438 eV. The HOMO-LUMO gap (spin up / spin down) comes out at 5.89 / 5.88 eV. Its charge is +2. For the HOMO energy (spin up / spin down), the calculation gives -0.50082 / -0.50077 Eh.

CARTESIAN COORDINATES (ANGSTROEM)
Mo -0.2187 -0.1414 -0.2116
N 2.1600 0.3728 -0.1803
C 2.5811 -0.6352 0.8330
C 3.9580 -1.2498 0.5890
C 4.3512 -2.4780 1.4249
C 4.6089 -2.2447 2.9117
N 3.3585 -2.2508 3.6854
C 3.3064 -2.3447 5.0081
N 4.4226 -2.3039 5.7313
N 2.1260 -2.4877 5.6203
C 1.4650 -1.6615 0.8213
O 1.1502 -2.3266 1.7842
O 0.8118 -1.7371 -0.3700
H 2.5461 0.1332 -1.0838
H 2.4906 1.3010 0.0403
H 2.5390 -0.1581 1.8062
H 4.6972 -0.4568 0.7328
H 4.0068 -1.5350 -0.4641
H 5.2815 -2.8584 1.0065
H 3.6203 -3.2857 1.3053
H 5.1358 -1.2965 3.0586
H 5.2526 -3.0453 3.2748
H 2.4873 -2.3144 3.1740
H 5.3212 -2.1891 5.2981
H 4.3998 -2.3993 6.7315
H 1.2843 -2.6067 5.0851
H 2.0601 -2.5813 6.6182
O -3.4832 5.5496 -0.2586
C -2.7783 4.5974 -0.2670
S -2.1264 3.8581 -1.7698
C -1.1542 2.6766 -0.9782
C -1.1687 2.6624 0.4300
S -0.2963 1.5393 1.3840
S -2.1582 3.8184 1.2379
S -0.2175 1.6095 -1.9011
C -3.7848 0.3480 0.6635
O -3.3196 -0.6794 -0.2653
C -2.0807 -0.9111 -0.4973
C -1.9334 -2.1470 -1.3610
H -2.9773 0.9761 0.9832
H -4.2240 -0.1596 1.5126
H -4.5438 0.9212 0.1450
H -2.9106 -2.4494 -1.7279
H -1.5082 -2.9581 -0.7730
H -1.2724 -1.9803 -2.2098

Want to see where the charge sits? The natural (NBO) charges in e are:
1 Mo 0.724
2 N -0.796
3 C -0.165
4 C -0.409
5 C -0.416
6 C -0.234
7 N -0.583
8 C 0.680
9 N -0.760
10 N -0.761
11 C 0.750
12 O -0.568
13 O -0.625
14 H 0.401
15 H 0.415
16 H 0.229
17 H 0.232
18 H 0.231
19 H 0.257
20 H 0.226
21 H 0.208
22 H 0.222
23 H 0.441
24 H 0.429
25 H 0.431
26 H 0.426
27 H 0.428
28 O -0.457
29 C 0.228
30 S 0.446
31 C -0.403
32 C -0.456
33 S 0.260
34 S 0.400
35 S 0.170
36 C -0.252
37 O -0.412
38 C 0.352
39 C -0.722
40 H 0.184
41 H 0.225
42 H 0.227
43 H 0.273
44 H 0.270
45 H 0.252

# 6
Formula: C12H20N3
Source: the OMol25 dataset
Level of theory: wB97M-V/def2-TZVPD

The calculation puts the LUMO energy (spin up / spin down) at -4.94 / -4.94 eV. The value obtained for the calculated total energy is -17224.355 eV. The HOMO-LUMO gap (spin up / spin down) comes out at 5.53 / 5.53 eV. Its charge is +1. The energy above the lowest of the compared OMol25 structures with the same formula, charge and spin is 775.4 kJ/mol. For the HOMO energy (spin up / spin down), the calculation gives -0.38474 / -0.38467 Eh.

CARTESIAN COORDINATES (ANGSTROEM)
C 0.0104 0.2104 -0.0872
C -0.4229 -2.3133 2.1580
C 0.7765 -2.1759 0.0422
C -1.1915 -2.3791 3.1983
C 0.4544 -4.2700 -1.1897
C -0.2398 0.6944 -1.3176
C 0.9608 -3.0390 -1.0966
C 1.2632 -0.7565 0.0606
C 2.1880 -0.2576 1.1570
C 0.6516 3.7959 -1.5063
C -1.0470 1.9558 -1.7018
C -0.6375 3.2010 -0.8956
N -0.0055 -2.4096 1.0319
N -0.5782 0.3301 1.0826
N -2.0072 0.6968 1.0604
H -1.5344 -1.5958 3.9189
H -1.5249 -3.3899 3.6875
H 0.6704 -5.0291 -2.0554
H -0.2074 -4.6800 -0.3407
H 0.1802 0.2252 -2.1135
H 1.6474 -2.4869 -1.6785
H 1.9615 -0.4970 -0.8324
H 2.8148 -0.9989 1.4038
H 1.6499 -0.0826 2.0466
H 2.7789 0.5735 0.9394
H 1.3956 3.0698 -1.6103
H 1.1109 4.3804 -0.7135
H 0.4422 4.2045 -2.5463
H -0.9612 1.9945 -2.7301
H -2.0734 1.8190 -1.6451
H -0.5830 2.7446 0.1339
H -1.2828 4.0589 -0.9307
H -2.3006 0.7348 2.0681
H -2.3983 -0.0515 0.3360
H -1.9609 1.7230 0.6660

Want to see where the charge sits? The natural (NBO) charges in e are:
1 C 0.166
2 C 0.504
3 C 0.399
4 C -0.546
5 C -0.220
6 C -0.326
7 C -0.311
8 C -0.299
9 C -0.589
10 C -0.611
11 C -0.449
12 C -0.392
13 N -0.377
14 N -0.544
15 N -0.597
16 H 0.279
17 H 0.293
18 H 0.251
19 H 0.218
20 H 0.203
21 H 0.242
22 H 0.246
23 H 0.211
24 H 0.222
25 H 0.236
26 H 0.202
27 H 0.222
28 H 0.225
29 H 0.225
30 H 0.194
31 H 0.168
32 H 0.220
33 H 0.446
34 H 0.443
35 H 0.444

Please write out number 2 again, unchanged.
Formula: C12H20Cl2InN2Se
Source: the OMol25 dataset
Level of theory: wB97M-V/def2-TZVPD

The calculation puts the LUMO energy (spin up / spin down) at 2.50 / 2.50 eV. The value obtained for the calculated total energy is -111311.869 eV. The HOMO-LUMO gap (spin up / spin down) comes out at 5.15 / 5.15 eV. Its charge is -1. The energy above the lowest of the compared OMol25 structures with the same formula, charge and spin is 177.2 kJ/mol. For the HOMO energy (spin up / spin down), the calculation gives -0.09748 / -0.09745 Eh.

CARTESIAN COORDINATES (ANGSTROEM)
In -0.1404 1.8000 -0.5587
Cl 2.5382 0.8378 -0.3609
Cl -2.3588 1.4385 0.1928
C -0.1695 3.7821 -1.2392
H -1.0416 3.8615 -1.9713
H 0.6533 3.8456 -2.0675
C -0.6670 -1.0768 -1.8942
C -0.1674 0.1198 -2.1081
H -1.6806 -1.0848 -1.4702
C 1.1840 0.3601 -2.7562
H -0.8591 1.0191 -2.3471
C 1.5621 -0.7689 -3.6879
H 1.2816 1.3401 -3.2274
H 2.0171 0.4220 -1.8861
C 1.4358 -2.0731 -2.9069
H 0.8267 -0.7624 -4.5022
H 2.5838 -0.6425 -4.1038
C 0.0700 -2.3096 -2.0568
H 1.4595 -2.9077 -3.6120
H 2.2700 -2.1661 -2.1910
H -0.5314 -3.0753 -2.5332
H 0.3560 -2.6307 -1.0294
C -2.1267 -2.2928 3.3355
N -1.9155 -0.8742 3.5417
C -2.6572 -0.1003 4.4215
C -2.1320 1.1506 4.3831
N -1.0736 1.1195 3.4973
C -0.1848 2.2267 3.2197
C -0.9637 -0.1111 2.9061
Se 0.1824 -0.5134 1.5288
H -2.2951 -2.7696 4.3092
H -1.2369 -2.7204 2.8602
H -3.0068 -2.4771 2.7041
H -3.4628 -0.5186 4.9974
H -2.3857 2.0549 4.9154
H -0.5125 2.7984 2.3369
H -0.1784 2.8677 4.1091
H 0.8227 1.8333 3.0320

Want to see where the charge sits? The natural (NBO) charges in e are:
1 In 1.291
2 Cl -0.639
3 Cl -0.664
4 C -1.405
5 H 0.173
6 H 0.169
7 C -0.083
8 C -0.416
9 H 0.222
10 C -0.550
11 H 0.278
12 C -0.387
13 H 0.220
14 H 0.275
15 C -0.390
16 H 0.173
17 H 0.205
18 C -0.463
19 H 0.187
20 H 0.210
21 H 0.208
22 H 0.240
23 C -0.405
24 N -0.378
25 C -0.092
26 C -0.054
27 N -0.369
28 C -0.415
29 C 0.258
30 Se -0.190
31 H 0.196
32 H 0.249
33 H 0.208
34 H 0.220
35 H 0.224
36 H 0.245
37 H 0.198
38 H 0.250

Question: Number 4 is which compound?
Answer: C12H20F6MgN4OP

Question: Number 5 is which compound?
Answer: C12H20MoN4O4S4